Computed, not measured: 2 unconnected molecules or ions with the total composition C4H8N2S2 in a non-equilibrium geometry, with wB97M-V/def2-TZVPD.

gap between HOMO and LUMO	0.279	Eh
total energy	-1062.8482	Eh
energy above the lowest of the compared OMol25 structures with the same formula, charge and spin	155.3	kcal/mol

Each line ends with the natural charge from an NBO analysis.
Element x y z (Å)
C 2.371 0.143 0.297  -0.4893
C 0.910 0.124 0.173  -0.0101
C -1.902 0.597 0.399  -0.3022
C -2.367 -0.817 -0.152  -0.3552
H 3.725 -1.528 -1.908  0.1369
H 2.552 0.371 1.494  0.2537
H 2.798 0.607 -0.574  0.2501
H 0.396 -0.312 1.138  0.1595
H -1.330 1.629 -1.083  0.3670
H -1.878 0.427 1.606  0.2176
H -2.798 1.244 0.305  0.2407
H -1.406 -1.344 -0.711  0.1814
N 0.321 0.958 -0.620  -0.2142
N -0.992 1.293 -0.271  -0.4391
S 3.208 -1.665 -0.019  -0.1368
S -3.608 -1.726 -0.073  0.1398

Computed, not measured: 12 unconnected molecules or ions with the total composition C40H103BN9O19 in a non-equilibrium geometry, with wB97M-V/def2-TZVPD.

gap between HOMO and LUMO	0.302	Eh
total energy	-3533.0850	Eh
charge	-1

Each line ends with the Löwdin charge.
Element x y z (Å)
O -0.734 3.393 -2.002  0.1125
C -0.074 2.624 -1.278  -0.3597
O -0.340 2.348 -0.019  0.2107
B 0.672 1.451 0.556  -0.9100
O 1.657 1.311 -0.493  0.2117
C 1.251 1.986 -1.592  -0.3308
O 1.826 2.011 -2.685  0.0937
O 0.142 0.114 0.976  0.2184
C 0.286 -0.034 2.265  -0.3553
O 0.023 -1.039 2.935  0.0894
C 0.975 1.236 2.805  -0.3407
O 1.163 2.082 1.815  0.2092
O 1.195 1.537 4.000  0.0988
C 2.805 4.991 -0.093  -0.0293
C 4.292 4.793 -0.429  -0.3674
C 4.757 3.241 -0.359  -0.1275
O 4.957 2.813 1.005  -0.1996
C 4.585 1.471 1.312  -0.0856
N 4.619 5.355 -1.734  0.0055
H 2.546 6.040 0.049  0.0794
H 2.639 4.559 0.894  0.0819
H 2.144 4.579 -0.856  0.0741
H 5.020 5.333 0.178  0.1283
H 5.682 3.020 -0.890  0.1194
H 3.977 2.605 -0.779  0.0990
H 4.693 1.350 2.390  0.0947
H 5.394 0.901 0.855  0.0892
H 3.582 1.133 1.050  0.0631
H 4.452 6.345 -1.621  0.0855
H 5.625 5.433 -1.755  0.0861
C -0.280 3.962 -5.494  -0.0753
C -0.691 2.560 -5.778  -0.4227
C -1.073 2.391 -7.311  -0.1562
O -2.356 2.976 -7.642  -0.1760
C -2.789 2.673 -8.938  -0.1537
N 0.345 1.580 -5.399  0.0593
H -0.097 4.166 -4.439  0.0651
H -1.061 4.601 -5.907  0.0759
H 0.550 4.289 -6.121  0.0835
H -1.495 2.377 -5.065  0.1229
H -1.132 1.307 -7.412  0.1066
H -0.231 2.651 -7.952  0.1213
H -3.618 3.332 -9.200  0.0792
H -3.189 1.674 -9.110  0.0784
H -2.074 2.849 -9.742  0.0800
H 0.698 1.914 -4.514  0.0278
H -0.059 0.679 -5.186  0.0004
C 2.088 -7.179 3.939  -0.0701
C 0.987 -6.279 3.262  -0.4200
C 1.113 -4.840 3.897  -0.1659
O 0.832 -4.708 5.311  -0.1748
C 0.743 -3.376 5.830  -0.1056
N 1.176 -6.336 1.839  0.0493
H 1.718 -7.328 4.953  0.0669
H 3.163 -7.008 3.882  0.0744
H 2.067 -8.219 3.614  0.0545
H -0.001 -6.611 3.579  0.1321
H 0.533 -4.177 3.254  0.1014
H 2.150 -4.550 3.731  0.1148
H 0.393 -3.441 6.860  0.0747
H -0.018 -2.761 5.349  0.0698
H 1.658 -2.785 5.779  0.0824
H 0.756 -7.245 1.706  0.0715
H 0.595 -5.648 1.381  0.0346
C -0.589 -6.039 -3.462  -0.0520
C -0.515 -5.982 -1.913  -0.4284
C -0.927 -4.599 -1.180  -0.1190
O -0.824 -4.685 0.270  -0.2124
C -1.081 -3.411 0.799  -0.1039
N -1.215 -7.132 -1.411  0.0294
H 0.137 -5.495 -4.065  0.0676
H -1.610 -5.690 -3.613  0.0562
H -0.581 -7.062 -3.839  0.0699
H 0.521 -6.197 -1.651  0.1178
H -1.966 -4.454 -1.478  0.1176
H -0.329 -3.787 -1.595  0.1080
H -1.685 -2.740 0.188  0.0854
H -0.130 -2.898 0.940  0.0636
H -1.307 -3.475 1.863  0.0817
H -1.141 -6.852 -0.443  0.0529
H -0.596 -7.924 -1.510  0.0750
C -0.983 -0.466 -3.084  -0.0140
C -0.783 -1.712 -3.993  -0.4102
C -2.075 -2.262 -4.591  -0.2133
O -2.974 -2.746 -3.625  -0.1961
C -3.910 -3.681 -4.179  -0.0926
N 0.180 -1.317 -5.008  0.0321
H -1.617 -0.851 -2.286  0.0666
H -1.560 0.297 -3.608  0.0817
H -0.108 0.039 -2.675  0.0662
H -0.250 -2.543 -3.532  0.1160
H -1.744 -3.110 -5.189  0.1125
H -2.483 -1.582 -5.339  0.1320
H -4.579 -3.087 -4.801  0.0878
H -4.514 -4.076 -3.363  0.0873
H -3.470 -4.540 -4.685  0.0774
H 0.400 -2.203 -5.439  0.0769
H 1.013 -1.110 -4.476  0.0568
C 3.667 -3.558 -2.324  -0.0337
C 3.236 -2.052 -2.052  -0.4059
C 4.153 -1.390 -1.053  -0.2482
O 4.139 -1.975 0.225  -0.1565
C 2.887 -2.059 0.913  -0.0630
N 3.415 -1.410 -3.378  0.0466
H 3.134 -3.868 -3.223  0.0621
H 3.285 -4.184 -1.518  0.0653
H 4.749 -3.653 -2.416  0.0779
H 2.271 -1.939 -1.559  0.1190
H 3.992 -0.313 -1.101  0.1060
H 5.187 -1.424 -1.396  0.1263
H 3.112 -2.698 1.767  0.0926
H 2.130 -2.663 0.413  0.0733
H 2.485 -1.109 1.266  0.0764
H 4.412 -1.533 -3.479  0.0649
H 3.335 -0.405 -3.315  0.0605
C -0.349 4.695 3.728  -0.0725
C -0.901 5.879 2.918  -0.3797
C -0.912 5.429 1.434  -0.2189
O -1.187 6.615 0.737  -0.2099
C -1.474 6.439 -0.647  -0.0808
N -2.298 6.257 3.292  0.0492
H 0.717 4.507 3.599  0.0748
H -0.814 3.751 3.445  0.0641
H -0.479 4.777 4.807  0.0740
H -0.176 6.663 3.135  0.1359
H -1.621 4.622 1.250  0.1148
H 0.034 5.070 1.030  0.1101
H -0.535 6.135 -1.109  0.0784
H -1.867 7.399 -0.980  0.0900
H -2.155 5.608 -0.830  0.0726
H -2.901 5.606 2.810  0.0561
H -2.442 7.123 2.792  0.0550
C -2.524 0.833 5.661  -0.0572
C -1.613 0.865 6.975  -0.3811
C -0.517 -0.243 7.109  -0.1361
O 0.388 -0.006 8.268  -0.2315
C 1.271 -1.093 8.581  -0.1003
N -0.953 2.125 6.856  0.0280
H -3.043 -0.125 5.661  0.0577
H -2.044 0.867 4.683  0.0472
H -3.234 1.649 5.526  0.0701
H -2.343 0.800 7.782  0.1281
H 0.128 -0.405 6.246  0.1125
H -0.978 -1.211 7.308  0.1097
H 1.738 -1.260 7.610  0.0711
H 0.765 -2.011 8.879  0.0739
H 1.882 -0.751 9.416  0.0870
H -0.509 2.182 5.950  0.0498
H -0.158 2.019 7.470  0.0575
C -4.424 -1.010 -0.359  -0.0207
C -3.410 -0.165 0.524  -0.4184
C -3.342 1.279 0.181  -0.2192
O -4.618 1.884 0.266  -0.1726
C -4.669 3.236 -0.270  -0.0736
N -3.873 -0.297 1.855  0.0402
H -4.544 -1.957 0.167  0.0736
H -4.100 -1.331 -1.349  0.0546
H -5.361 -0.461 -0.458  0.0728
H -2.428 -0.621 0.397  0.1166
H -2.909 1.405 -0.811  0.1249
H -2.703 1.743 0.932  0.1206
H -4.289 4.112 0.256  0.0747
H -5.705 3.480 -0.505  0.0784
H -4.304 3.222 -1.297  0.0841
H -3.351 0.373 2.402  0.0835
H -4.841 -0.007 1.859  0.1000
O -2.472 -1.869 3.668  -0.0809
H -3.043 -1.405 3.056  -0.0361
H -1.589 -1.724 3.330  -0.0408
O 3.348 4.119 -3.852  -0.0818
H 3.601 4.707 -3.140  -0.0439
H 2.617 3.614 -3.498  -0.0272

Computed, not measured: a single FNO4S molecule in a non-equilibrium geometry, with wB97M-V/def2-TZVPD.

gap between HOMO and LUMO	0.386	Eh
total energy	-853.5939	Eh
energy above the lowest of the compared OMol25 structures with the same formula, charge and spin	40.4	kcal/mol

Each line ends with the natural charge from an NBO analysis.
Element x y z (Å)
N 0.394 0.602 -0.856  0.7326
O -0.758 0.160 -0.305  -0.5661
O 0.680 1.727 -0.637  -0.3185
O 0.986 -0.158 -1.536  -0.3618
O -1.716 -1.314 1.705  -0.7862
F 0.717 -0.723 1.366  -0.5128
S -0.721 -1.360 0.722  1.8128

Computed, not measured: a molecular structure, C36H38MnN6O3S, with wB97M-V/def2-TZVPD.

gap between HOMO and LUMO (spin up / spin down)	0.294 / 0.299	Eh
total energy	-3497.7231	Eh
energy above the lowest of the compared OMol25 structures with the same formula, charge and spin	5.2	kcal/mol
2S+1	6
charge	+2

Each line ends with the Löwdin spin population.
Element x y z (Å)
Mn -0.143 0.396 0.234  4.7164
C -1.244 2.389 2.521  0.0037
C -1.361 3.638 1.661  0.0003
C -1.817 3.499 0.233  0.0025
C -2.617 4.505 -0.305  0.0011
C -2.971 4.464 -1.638  -0.0004
C -2.513 3.404 -2.407  0.0007
C -1.747 2.437 -1.791  0.0024
N -1.400 2.461 -0.498  0.0305
N -0.073 1.528 2.243  0.0307
C -0.063 0.420 3.216  0.0047
C 1.119 -0.490 2.985  0.0025
C 1.636 -1.272 4.007  0.0006
C 2.752 -2.049 3.753  0.0005
C 3.327 -1.996 2.491  0.0009
C 2.741 -1.187 1.535  0.0031
N 1.647 -0.455 1.761  0.0258
C 1.178 2.312 2.349  0.0032
C 1.822 2.658 1.026  0.0044
C 2.793 3.652 0.987  0.0006
C 3.399 3.954 -0.217  0.0013
C 3.006 3.267 -1.357  0.0008
C 2.030 2.301 -1.234  0.0054
N 1.454 1.986 -0.065  0.0313
H -2.142 1.774 2.427  0.0005
H -1.196 2.709 3.572  0.0011
H -0.414 4.186 1.660  0.0000
H -2.061 4.304 2.169  0.0000
H -2.946 5.317 0.328  0.0002
H -3.583 5.242 -2.070  0.0000
H -2.744 3.325 -3.459  0.0001
H -1.381 1.597 -2.366  0.0005
H -0.999 -0.140 3.106  0.0008
H -0.035 0.801 4.247  0.0009
H 1.181 -1.253 4.988  0.0001
H 3.186 -2.659 4.532  0.0000
H 4.221 -2.554 2.255  0.0001
H 3.187 -1.108 0.554  0.0002
H 1.909 1.762 2.944  0.0002
H 0.989 3.237 2.904  0.0004
H 3.062 4.181 1.890  0.0002
H 4.157 4.723 -0.270  0.0001
H 3.442 3.477 -2.323  0.0001
H 1.684 1.758 -2.102  0.0007
O 4.110 -1.574 -6.507  0.0000
C 4.257 -1.255 -5.209  0.0001
O 5.332 -1.003 -4.752  0.0001
C 3.002 -1.103 -4.392  0.0006
C 1.769 -0.771 -4.940  0.0001
C 0.664 -0.590 -4.118  0.0010
C 0.802 -0.747 -2.744  0.0026
C 2.035 -1.061 -2.195  0.0028
C 3.132 -1.240 -3.013  0.0001
N -0.293 -0.559 -1.848  0.0244
C -1.417 -1.067 -2.169  0.0089
C -2.616 -0.893 -1.328  0.0024
C -3.822 -1.430 -1.748  0.0013
C -4.950 -1.232 -0.959  -0.0001
C -4.813 -0.505 0.206  0.0015
C -3.557 -0.008 0.548  0.0030
N -2.472 -0.197 -0.189  0.0257
H 3.207 -1.848 -6.704  0.0000
H 1.659 -0.605 -6.004  0.0000
H -0.278 -0.276 -4.549  0.0001
H 2.124 -1.163 -1.122  0.0015
H 4.107 -1.466 -2.603  0.0000
H -1.535 -1.658 -3.078  0.0008
H -3.877 -1.983 -2.675  0.0002
H -5.908 -1.632 -1.258  0.0000
H -5.658 -0.312 0.851  0.0002
H -3.438 0.565 1.458  0.0003
O -0.459 -1.797 0.835  0.0324
S -0.719 -3.204 0.330  0.0067
C 0.315 -4.264 1.350  0.0017
C -0.406 -4.374 2.687  0.0002
C -1.857 -4.678 2.322  0.0001
C -2.241 -3.733 1.176  0.0013
H 1.304 -3.808 1.370  0.0000
H 0.375 -5.226 0.837  0.0003
H -0.326 -3.427 3.225  0.0000
H 0.035 -5.149 3.312  0.0000
H -2.536 -4.556 3.164  0.0000
H -1.942 -5.712 1.986  0.0000
H -2.664 -2.790 1.524  0.0001
H -2.917 -4.172 0.446  0.0002

Computed, not measured: a single C15H21N3OS molecule, with wB97M-V/def2-TZVPD.

gap between HOMO and LUMO	0.305	Eh
total energy	-1221.8797	Eh
energy above the lowest of the compared OMol25 structures with the same formula, charge and spin	11.5	kcal/mol
SMILES string	CCN1CCN(C(=S)Nc2ccc(C(C)=O)cc2)CC1

Each line ends with the natural charge from an NBO analysis.
Element x y z (Å)
C -2.085 -3.832 -0.091  -0.6377
C -3.425 -3.189 0.290  -0.2026
N -3.453 -1.745 0.381  -0.4511
C -2.605 -1.152 1.398  -0.2292
C -1.386 -0.430 0.813  -0.2387
N -1.847 0.642 -0.047  -0.4248
C -1.339 1.886 -0.022  0.2936
S -2.186 3.206 -0.547  -0.2340
N -0.081 2.077 0.509  -0.6411
C 1.059 1.319 0.289  0.2626
C 2.187 1.564 1.077  -0.2679
C 3.342 0.835 0.900  -0.1588
C 3.408 -0.165 -0.073  -0.2026
C 4.607 -0.999 -0.315  0.5760
C 5.860 -0.642 0.449  -0.7171
O 4.583 -1.927 -1.094  -0.5440
C 2.286 -0.384 -0.876  -0.1215
C 1.131 0.345 -0.709  -0.2956
C -3.134 0.426 -0.684  -0.2275
C -3.354 -1.063 -0.898  -0.2287
H -1.314 -3.593 0.639  0.1998
H -2.200 -4.912 -0.124  0.2184
H -1.752 -3.499 -1.071  0.2030
H -4.181 -3.474 -0.446  0.1954
H -3.743 -3.578 1.262  0.1931
H -2.270 -1.920 2.096  0.2115
H -3.199 -0.422 1.965  0.1957
H -0.778 -0.013 1.619  0.2247
H -0.765 -1.139 0.252  0.2042
H 0.081 3.034 0.800  0.4232
H 2.143 2.336 1.831  0.2130
H 4.191 1.045 1.531  0.2180
H 6.669 -1.295 0.131  0.2399
H 5.696 -0.774 1.517  0.2291
H 6.135 0.393 0.262  0.2288
H 2.354 -1.137 -1.647  0.2387
H 0.295 0.198 -1.375  0.2264
H -3.940 0.843 -0.070  0.2118
H -3.137 0.956 -1.640  0.2398
H -2.536 -1.452 -1.526  0.1650
H -4.292 -1.216 -1.439  0.2111

Computed, not measured: a single C10H6Cl6O molecule in a non-equilibrium geometry, with wB97M-V/def2-TZVPD.

gap between HOMO and LUMO	0.368	Eh
total energy	-3221.0139	Eh
energy above the lowest of the compared OMol25 structures with the same formula, charge and spin	0.0	kcal/mol
SMILES string	O=C1CC[C@@H]2[C@H]1[C@]1(Cl)C(Cl)=C(Cl)[C@@]2(Cl)C1(Cl)Cl

Each line ends with the natural charge from an NBO analysis.
Element x y z (Å)
O 0.542 1.417 -2.460  -0.5146
C 0.601 1.286 -1.243  0.6278
C 0.101 2.307 -0.179  -0.5252
C 0.149 1.594 1.135  -0.4330
C 0.704 0.128 0.938  -0.2026
C 1.107 0.008 -0.562  -0.4087
C 0.245 -1.130 -1.059  -0.0716
Cl 0.432 -1.710 -2.728  0.0475
C -1.268 -0.776 -0.946  -0.0661
Cl -2.525 -0.370 -2.113  0.0735
C -1.556 -0.774 0.338  -0.0139
Cl -3.108 -0.553 1.274  0.0275
C -0.307 -1.038 1.092  -0.1424
Cl -0.473 -1.557 2.761  0.0327
C 0.278 -2.139 0.117  -0.0024
Cl 2.046 -2.581 0.469  -0.0266
Cl -0.624 -3.561 -0.230  0.0869
H -0.905 2.528 -0.645  0.2536
H 0.767 3.211 -0.181  0.2484
H -0.835 1.690 1.574  0.2362
H 0.823 2.183 1.702  0.2255
H 1.619 -0.030 1.621  0.2624
H 2.186 -0.132 -0.675  0.2852